{
  "formula": "C19H26ClNO2OsP",
  "method": "ωB97M-V/def2-TZVPD",
  "e_above_lowest_kj_mol": 25.9,
  "homo_lumo_gap_ev": 6.261,
  "molar_mass_da": 557.1,
  "charge": 3,
  "symbols": ["Os", "Cl", "P", "O", "O", "N", "C", "C", "C", "C", "C", "C", "C", "C", "C", "C", "C", "C", "C", "C", "C", "C", "C", "C", "C", "H", "H", "H", "H", "H", "H", "H", "H", "H", "H", "H", "H", "H", "H", "H", "H", "H", "H", "H", "H", "H", "H", "H", "H", "H", "H"],
  "positions_angstrom": [[-0.4702, 0.4824, 0.9551], [5.2310, -0.1683, 4.9941], [-1.5876, -1.2381, -0.0934], [-0.7047, 0.0214, 2.8585], [1.1873, -0.3654, 0.7487], [-3.7523, 3.7307, 0.7131], [1.6906, -0.1206, 3.1289], [4.0201, -0.1956, 3.7925], [-0.1664, 4.2007, -1.8982], [3.4332, -0.3236, 1.4335], [2.6897, -0.1148, 4.1295], [-1.4810, 3.8219, -1.5736], [4.3840, -0.2996, 2.4422], [-0.8613, -2.7926, 0.4494], [-2.9774, 3.8808, 1.9817], [-3.3469, -1.3452, 0.2592], [0.6696, 2.6147, -0.3103], [-3.1857, 2.6524, -0.2008], [2.0919, -0.2361, 1.7562], [-1.7523, 2.8782, -0.6048], [0.3525, -0.0660, 3.5775], [-1.3266, -1.1015, -1.8709], [-0.6566, 2.1800, -0.0251], [-3.9694, 5.0633, 0.0559], [0.9011, 3.6308, -1.2372], [-3.8407, 2.6167, -1.0713], [-1.3425, -3.6166, -0.0821], [-0.2609, -1.1035, -2.1001], [-1.7877, -1.9680, -2.3528], [-0.0068, 4.9530, -2.6594], [3.7306, -0.4312, 0.3992], [-2.3005, 4.2874, -2.1085], [2.4025, -0.0383, 5.1710], [-4.6824, 3.3929, 0.9704], [-3.4544, 4.6412, 2.5950], [-2.9798, 2.9331, 2.5172], [-3.5156, -1.3923, 1.3358], [0.2042, -2.8022, 0.2227], [-4.5296, 4.9217, -0.8654], [-3.3018, 1.7239, 0.3592], [-4.5423, 5.6826, 0.7415], [-3.9137, -0.5277, -0.1798], [-1.7828, -0.1938, -2.2658], [1.5260, 2.1375, 0.1497], [-1.0081, -2.9290, 1.5216], [-3.7084, -2.2789, -0.1804], [-1.9662, 4.1937, 1.7345], [0.1594, -0.1118, 4.6496], [1.9154, 3.9421, -1.4483], [5.4336, -0.3708, 2.1850], [-3.0069, 5.5245, -0.1420]]
}